No. 1
Molecular formula: C6H43NO14
Method: DFT, the ωB97M-V functional and the def2-TZVPD basis

Computed properties:
Electronic energy   -1362.2826 Eh
Energy relative to the best compared isomer or geometry (same formula, charge and spin)   788.3 kJ/mol
HOMO-LUMO gap   9.14 eV

Each line ends with the Löwdin charge.
Element x y z (Å)
1 C 0.36424 1.74224 2.34540  -0.04
2 C -0.42372 0.65017 1.62867  -0.25
3 N -0.04770 -0.70521 1.65274  -0.24
4 C -0.06942 -1.36546 2.91474  -0.26
5 C 0.98507 -1.00068 4.02151  -0.08
6 C 1.21401 -0.97960 0.87664  -0.19
7 C 1.29761 -0.87449 -0.69575  -0.10
8 H 1.23451 1.39819 2.83495  0.05
9 H -0.17887 2.14452 3.22821  0.10
10 H 0.55115 2.46348 1.67816  0.01
11 H -1.51558 0.71530 1.74991  0.08
12 H -0.49348 0.92357 0.44294  0.16
13 H 0.17448 -2.57268 2.75015  0.15
14 H -1.18442 -1.23974 3.34772  0.13
15 H 1.82006 -0.55004 3.50852  0.06
16 H 1.18194 -1.86370 4.56704  0.04
17 H 0.64920 -0.15749 4.63297  0.07
18 H 1.65078 -2.10366 1.05127  0.15
19 H 2.00913 -0.34588 1.17859  0.08
20 H 0.36655 -1.10122 -1.29855  0.06
21 H 2.20885 -1.41814 -1.08712  0.08
22 H 1.54820 0.19784 -0.99311  0.06
23 H -4.10121 -3.34041 -1.45479  0.08
24 H -3.04163 -2.45810 -0.76358  0.01
25 O -3.45492 -2.61266 -1.69298  -0.14
26 H -1.11691 1.75353 -4.57036  0.01
27 H -0.48971 1.22627 -3.12821  0.10
28 O -0.88625 1.97576 -3.71936  -0.05
29 H -2.25822 -2.66031 1.37546  0.07
30 H -1.35635 -1.85000 0.35349  0.06
31 O -1.99707 -2.61373 0.43634  -0.07
32 H 0.29007 -1.09085 -3.30702  -0.02
33 H 1.62397 -1.62359 -3.85984  0.06
34 O 1.20474 -0.83353 -3.46474  -0.10
35 H 0.92028 5.04503 -0.32932  -0.03
36 H -0.14816 4.10365 -0.63344  0.02
37 O 0.28508 4.57067 0.10029  -0.04
38 H 1.70534 -3.19156 -1.36258  0.06
39 H 2.93022 -3.22374 -2.43088  0.05
40 O 1.97535 -3.13538 -2.34930  -0.11
41 H 1.98828 0.92577 -3.03412  0.07
42 H 3.49292 1.19050 -2.84186  0.02
43 O 2.77369 1.60357 -3.27899  -0.10
44 H -3.79521 -0.29022 4.01071  0.06
45 H -2.72992 0.45708 3.15107  0.08
46 O -3.48041 -0.30628 3.06579  -0.13
47 H 4.36387 2.63667 0.45077  0.10
48 H 2.84248 2.71209 0.76377  -0.04
49 O 3.55924 2.14543 0.85778  -0.07
50 H 0.17017 -4.98793 -0.21029  0.08
51 H 1.07114 -4.38448 0.90857  0.05
52 O 1.12374 -5.05352 0.14407  -0.12
53 H -2.64551 3.52727 -2.18956  -0.04
54 H -2.04559 1.98135 -2.26541  0.02
55 O -2.29960 2.81221 -1.82199  -0.02
56 H -1.39619 -2.82246 -3.26685  0.07
57 H -1.89677 -1.73044 -2.26470  0.01
58 O -1.28341 -1.90703 -2.98514  -0.05
59 H -3.10958 3.91298 1.96698  -0.05
60 H -2.88142 2.50282 2.04083  -0.07
61 O -3.11950 3.22132 2.45813  0.10
62 H 0.93186 2.14229 -1.18895  0.01
63 H 1.60405 2.76799 -2.45305  0.01
64 O 1.33445 2.94463 -1.55231  -0.07

---

No. 2
Molecular formula: C6H44N2O21PS2
Method: DFT, the ωB97M-V functional and the def2-TZVPD basis

Computed properties:
Electronic energy   -3082.4634 Eh
HOMO-LUMO gap   8.36 eV
Charge   -1

Each line ends with the Löwdin charge.
Element x y z (Å)
1 C -2.97580 1.34651 -1.49597  -0.06
2 C -2.93603 0.87063 -2.94709  -0.26
3 O -2.89298 -0.56341 -3.13279  -0.19
4 P -1.49389 -1.35285 -2.94161  0.53
5 O -1.29766 -2.24880 -4.10900  -0.30
6 C -0.08083 -0.22408 -2.85719  -0.23
7 C 1.24528 -0.92709 -3.21328  -0.26
8 S 2.18353 -1.37092 -1.74744  0.53
9 O 1.22498 -1.72200 -0.71654  -0.34
10 O 3.07954 -2.44196 -2.15000  -0.34
11 N 3.07464 -0.03907 -1.42995  -0.32
12 S 2.61094 0.73120 -0.10415  0.51
13 N 3.76656 1.93740 -0.01377  -0.08
14 O 2.74671 -0.02420 1.14171  -0.37
15 O 1.30368 1.37518 -0.24249  -0.35
16 O -1.49946 -2.29389 -1.62761  -0.21
17 C -2.29498 -1.88453 -0.49600  -0.25
18 C -1.51122 -1.04230 0.51238  -0.07
19 H -3.41411 2.34900 -1.52342  0.08
20 H -1.98853 1.45799 -1.05295  0.07
21 H -3.64148 0.73885 -0.88939  0.07
22 H -3.87689 1.17980 -3.40395  0.11
23 H -2.15651 1.37663 -3.51074  0.08
24 H 0.07863 0.23348 -1.87470  0.06
25 H -0.18815 0.60317 -3.55465  0.06
26 H 1.86633 -0.23152 -3.77738  0.10
27 H 1.11963 -1.83396 -3.79977  0.09
28 H 3.88487 2.34585 -0.93479  0.08
29 H 3.46935 2.62279 0.67042  0.04
30 H -3.24097 -1.43388 -0.79132  0.09
31 H -2.55158 -2.81172 0.02142  0.12
32 H -0.91050 -0.26682 0.04585  0.05
33 H -0.84925 -1.70627 1.06539  0.07
34 H -2.21173 -0.60753 1.22760  0.06
35 O 0.97426 -1.01399 3.29613  -0.05
36 H 1.34910 -0.49461 2.56939  0.02
37 H 0.92824 -1.90250 2.92462  0.04
38 O -0.43974 1.24877 -5.53207  -0.04
39 H -0.13383 1.92386 -6.14817  0.05
40 H -0.48273 0.44115 -6.05999  0.07
41 O 4.22369 1.63655 2.91681  -0.07
42 H 4.93368 1.28875 3.46389  0.04
43 H 3.97019 0.88991 2.34227  0.00
44 O -2.63132 3.39959 -5.15010  -0.05
45 H -1.90493 2.90446 -5.54788  0.00
46 H -2.66258 4.22972 -5.63485  0.03
47 O 2.04489 4.44054 0.07569  -0.07
48 H 1.62206 3.57885 0.21027  0.00
49 H 1.51187 5.04852 0.59874  0.01
50 O 1.80312 -3.06793 5.26569  -0.06
51 H 2.53851 -3.65806 5.08145  0.04
52 H 1.86212 -2.37011 4.59790  0.01
53 O -1.56550 -5.55476 -1.49343  -0.05
54 H -0.87503 -6.06567 -1.92735  0.04
55 H -1.50300 -4.67959 -1.90121  0.03
56 O -3.41747 1.07922 2.42255  -0.06
57 H -4.29400 0.79826 2.70623  0.02
58 H -3.20656 1.80893 3.01173  0.03
59 O -4.51830 0.15753 5.03079  -0.05
60 H -3.72733 -0.33958 5.26618  0.05
61 H -5.13802 -0.01457 5.74597  0.04
62 O -0.04220 4.66781 2.37033  -0.05
63 H 0.75760 4.34298 2.80078  0.04
64 H -0.69400 4.70458 3.07590  0.04
65 O 3.25505 3.49491 5.23407  -0.07
66 H 3.66363 3.26058 4.38922  0.00
67 H 3.97515 3.85140 5.76159  0.03
68 O -3.71796 -7.71148 -2.55237  -0.07
69 H -3.64114 -7.50867 -3.48882  0.03
70 H -3.18225 -7.02940 -2.12128  0.00
71 O 6.50454 1.06841 -0.91095  -0.08
72 H 5.73497 0.98681 -0.32746  -0.01
73 H 6.96571 0.22986 -0.82139  0.03
74 O -0.44132 -1.41736 6.32306  -0.08
75 H 0.29809 -2.02156 6.17615  -0.01
76 H -0.33937 -0.77381 5.61312  0.02

---

No. 3
Molecular formula: C6H4BrClIN2S
Method: DFT, the ωB97M-V functional and the def2-TZVPD basis

Computed properties:
Electronic energy   -4070.1379 Eh
Spin multiplicity   3
HOMO-LUMO gap (alpha / beta)   6.69 / 6.08 eV
Charge   +1

Each line ends with the Löwdin spin population.
Element x y z (Å)
1 C 2.03703 -0.42670 -0.28919  0.00
2 C 2.74055 0.74986 -0.17178  -0.01
3 C 0.65628 -0.32072 -0.05919  -0.01
4 C 0.32885 0.98583 0.34184  0.01
5 C -2.08275 0.80625 0.42100  0.52
6 C -0.35138 -1.41118 -0.08214  0.07
7 N -1.54233 -1.24269 0.69869  0.88
8 N -0.96769 1.53834 0.39965  0.04
9 S 1.72227 2.03871 0.33587  0.00
10 Cl -0.75134 -1.87021 -1.79673  0.04
11 Br -3.02105 -2.12351 0.40070  0.26
12 I -4.11867 1.14468 0.04895  0.15
13 H 2.62631 -1.26173 -0.55398  0.00
14 H 3.73652 0.98376 -0.43214  0.00
15 H -0.00881 -2.18080 0.57374  0.03
16 H -1.00381 2.59011 0.16471  0.02

---

No. 4
Molecular formula: C6H4Cl2N2O3RuV
Method: DFT, the ωB97M-V functional and the def2-TZVPD basis

Computed properties:
Electronic energy   -2523.5051 Eh
Spin multiplicity   8
Energy relative to the best compared isomer or geometry (same formula, charge and spin)   316.6 kJ/mol
HOMO-LUMO gap (alpha / beta)   7.13 / 5.46 eV
Charge   +4

Each line ends with the Löwdin spin population.
Element x y z (Å)
1 Ru -2.11654 2.02061 -0.43603  1.90
2 V -0.59496 0.15445 -0.32911  2.55
3 Cl -1.03132 1.29843 1.68046  0.28
4 Cl 0.15207 1.94686 -1.54887  0.71
5 C -1.39871 -1.38334 -0.97425  0.10
6 C -3.72148 2.26703 0.43191  0.01
7 C -3.04669 1.98860 -2.01347  0.03
8 O -1.70609 -2.47291 -1.29801  0.19
9 O -4.74543 2.47230 0.95018  0.04
10 O -3.67753 1.98107 -2.99889  0.13
11 N 3.31862 -1.24904 0.33606  0.05
12 C 2.77635 -1.54189 1.59453  0.33
13 C 1.46528 -1.17046 1.53617  0.37
14 N 1.18539 -0.72327 0.23427  0.05
15 C 2.33211 -0.74873 -0.45105  0.24
16 H 4.29206 -1.33375 0.05713  0.00
17 H 3.36340 -1.88846 2.42664  0.01
18 H 0.68641 -1.21640 2.27517  0.01
19 H 2.46703 -0.40110 -1.47283  0.01

---

No. 5
Molecular formula: C6H4Cl2N2O3RuV
Method: DFT, the ωB97M-V functional and the def2-TZVPD basis

Computed properties:
Electronic energy   -2523.4894 Eh
Spin multiplicity   8
Energy relative to the best compared isomer or geometry (same formula, charge and spin)   357.7 kJ/mol
HOMO-LUMO gap (alpha / beta)   7.05 / 5.32 eV
Charge   +4

Each line ends with the Löwdin spin population.
Element x y z (Å)
1 Ru -0.69720 -0.59799 -2.87399  1.84
2 V -0.63482 -0.66858 -0.49878  2.49
3 Cl -0.74353 -2.70750 -1.56032  0.26
4 Cl -2.47619 0.45762 -1.18797  0.80
5 C 1.08189 -0.04478 -0.46760  0.13
6 C 0.54786 -1.34097 -4.00409  0.01
7 C -0.24363 1.11181 -3.37492  0.04
8 O 2.21315 0.25864 -0.33440  0.23
9 O 1.33866 -1.81643 -4.72473  0.03
10 O 0.08308 2.19058 -3.68269  0.11
11 N -2.24334 -0.64388 3.39739  0.05
12 C -1.55600 -1.85399 3.51336  0.32
13 C -0.92340 -2.05148 2.31336  0.38
14 N -1.20931 -0.96314 1.47412  0.06
15 C -2.00833 -0.14321 2.15531  0.24
16 H -2.84038 -0.21704 4.09181  0.00
17 H -1.59035 -2.47429 4.39158  0.01
18 H -0.30892 -2.86143 1.97035  0.01
19 H -2.44915 0.77396 1.78781  0.01

---

No. 6
Molecular formula: C6H4Cl5P
Method: DFT, the ωB97M-V functional and the def2-TZVPD basis

Computed properties:
Electronic energy   -2873.2533 Eh
Spin multiplicity   3
HOMO-LUMO gap (alpha / beta)   6.80 / 6.30 eV

Each line ends with the Löwdin spin population.
Element x y z (Å)
1 C -1.23932 1.10398 -0.01796  0.26
2 C -1.48740 -0.08355 -0.64210  0.09
3 C 1.22652 0.82322 -0.01787  0.29
4 C 0.06553 1.54432 0.34973  0.03
5 C 1.08235 -0.41613 -0.75922  0.07
6 C -0.28961 -0.94017 -0.76878  0.24
7 P -0.09660 -1.93138 1.45676  0.59
8 Cl 0.17974 3.00341 1.23635  -0.01
9 Cl 1.37926 -0.07703 -2.50336  0.11
10 Cl -0.56839 -2.41364 -1.63740  0.03
11 Cl 1.68247 -1.28454 2.29604  0.14
12 Cl -1.39217 -0.85328 2.43615  0.12
13 H -2.01793 1.87267 0.19869  0.01
14 H -2.31090 -0.49271 -1.17155  0.00
15 H 2.10567 1.38798 -0.04338  0.01
16 H 1.68079 -1.24316 -0.41210  0.02

---

No. 7
Molecular formula: C6H4F2N3O2
Method: DFT, the ωB97M-V functional and the def2-TZVPD basis

Computed properties:
Electronic energy   -745.1343 Eh
SMILES string   O=C(F)N(C(=O)F)[n+]1ccccn1
Energy relative to the best compared isomer or geometry (same formula, charge and spin)   133.6 kJ/mol
HOMO-LUMO gap   9.47 eV
Charge   +1

Each line ends with the Löwdin charge.
Element x y z (Å)
1 O 1.81936 0.35723 1.79805  0.24
2 C 1.99217 0.89383 0.76528  -0.40
3 F 2.61387 2.11116 0.74320  0.15
4 N 1.49902 0.28926 -0.49755  0.12
5 C 2.19189 -0.96843 -0.82137  -0.43
6 O 2.39096 -1.21321 -1.95225  0.25
7 F 2.65458 -1.83216 0.12528  0.15
8 N 0.11243 0.06401 -0.27566  -0.09
9 C -0.64211 1.19343 -0.38470  0.10
10 C -2.10048 1.03347 -0.11673  0.08
11 C -2.47097 -0.34244 0.22516  0.05
12 C -1.47902 -1.43821 0.24766  0.02
13 N -0.18858 -1.17152 -0.01111  0.17
14 H -0.20708 2.19461 -0.64598  0.18
15 H -2.80883 1.89191 -0.16054  0.14
16 H -3.53159 -0.59521 0.47759  0.13
17 H -1.84562 -2.46771 0.48368  0.15

---

No. 8
Molecular formula: C6H4F2S2
Method: DFT, the ωB97M-V functional and the def2-TZVPD basis

Computed properties:
Electronic energy   -1226.8929 Eh
Spin multiplicity   3
HOMO-LUMO gap (alpha / beta)   7.08 / 6.71 eV

Each line ends with the Löwdin spin population.
Element x y z (Å)
1 C 0.26528 1.06117 0.36165  0.27
2 C 1.53175 0.51184 0.46974  0.02
3 C -0.91576 0.83770 -0.49946  0.08
4 C 2.10112 -0.64296 -0.11795  0.41
5 C -1.67123 -0.44101 -0.62034  0.08
6 C -1.20960 -1.66861 0.10081  0.60
7 F 2.32447 1.17026 1.29779  -0.02
8 F -1.19587 -1.42147 1.42545  0.15
9 S -2.57377 0.86763 0.21926  0.01
10 S 0.92579 -1.75545 -0.66069  0.32
11 H 0.07162 1.98396 1.10030  0.01
12 H -0.72875 1.42141 -1.32806  0.01
13 H 3.04710 -1.06503 -0.10465  0.03
14 H -1.97214 -0.85944 -1.64385  0.01